# 1
This record from OMol25 describes one molecule with the formula C17H13BFNO4S in a non-equilibrium geometry. The level of theory is the ωB97M-V functional and the def2-TZVPD basis.

Summary:
orbital gap: 8.07 eV
SMILES string: O=C1S/C(=C\c2cccc(B(O)O)c2)C(=O)N1Cc1ccc(F)cc1
calculated total energy: -1534.306858 Ha
highest occupied orbital energy: -8.79 eV
strongest force on any atom: 0.0793 hartree/bohr
relative energy (zero: lowest compared OMol25 entry of this formula, charge and spin): 0.543 eV

```
! RIJCOSX wB97M-V def2-TZVPD def2/J DEFGRID3
* xyz 0 1
O 0.897 -1.063 -3.013
O -1.379 -1.859 0.950
F 3.841 -6.618 -0.990
O -2.974 5.486 3.539
O -2.932 6.536 1.308
S 0.611 0.690 -1.053
B -2.352 5.639 2.274
C 0.522 -0.877 -1.923
C -0.761 -1.225 0.103
C -0.369 0.184 0.255
C -0.799 0.953 1.249
C 0.699 4.304 0.412
C 2.912 -4.702 -2.050
C 1.799 -5.802 -0.229
C -0.192 5.212 1.077
C 0.399 2.938 0.449
C -1.337 3.278 1.976
C 1.805 -3.853 -2.215
C 0.683 -5.038 -0.333
C 2.849 -5.684 -1.132
C -1.152 4.648 1.877
C -0.580 2.350 1.252
C 0.735 -4.040 -1.355
N -0.193 -1.771 -1.126
C -0.459 -3.168 -1.562
H -3.692 6.162 3.383
H -2.406 6.988 0.567
H -1.380 0.454 2.015
H 1.338 4.630 -0.412
H 3.844 -4.538 -2.592
H 1.743 -6.662 0.422
H -0.256 6.182 0.651
H 1.103 2.317 -0.242
H -2.128 3.004 2.717
H 1.687 -3.106 -2.976
H -0.228 -5.246 0.308
H -0.605 -3.171 -2.608
H -1.293 -3.534 -0.975
*
```

---

# 2
This record from OMol25 describes a 2-piece molecular cluster, C5H10O2 overall in a non-equilibrium geometry. The level of theory is the ωB97M-V functional and the def2-TZVPD basis.

Summary:
orbital gap: 9.77 eV
SMILES string: C=C/C(O)=C/C.O
calculated total energy: -346.932981 Ha
highest occupied orbital energy: -9.01 eV
strongest force on any atom: 0.0307 hartree/bohr
relative energy (zero: lowest compared OMol25 entry of this formula, charge and spin): 2.516 eV

```
! RIJCOSX wB97M-V def2-TZVPD def2/J DEFGRID3
* xyz 0 1
C -1.509 0.561 -1.824
C -0.564 1.144 -0.809
C 0.453 0.511 -0.249
O 0.630 -0.850 -0.519
C 1.509 1.065 0.636
C 1.516 0.924 1.949
H -1.287 -0.491 -1.997
H -2.534 0.580 -1.468
H -1.270 0.941 -2.824
H -0.650 2.222 -0.700
H 1.527 -1.057 -0.203
H 2.302 1.562 0.104
H 0.652 0.686 2.563
H 2.336 1.263 2.580
H -0.878 -1.781 0.404
H -2.199 -2.438 0.297
O -1.395 -2.486 0.830
*
```

---

# 3
This record from OMol25 describes a 2-piece molecular cluster, C5H15N2O overall in a non-equilibrium geometry. The level of theory is the ωB97M-V functional and the def2-TZVPD basis.

Summary:
orbital gap: 9.34 eV
calculated total energy: -384.000425 Ha
highest occupied orbital energy: -12.60 eV
strongest force on any atom: 0.0449 hartree/bohr
relative energy (zero: lowest compared OMol25 entry of this formula, charge and spin): 1.377 eV

```
! RIJCOSX wB97M-V def2-TZVPD def2/J DEFGRID3
* xyz 1 1
C -0.593 -2.929 -0.524
C -0.956 -2.336 0.824
C -1.410 -0.835 0.725
C -0.500 0.143 0.085
C 0.531 0.631 0.786
N 1.632 1.411 0.200
N -0.888 0.526 -1.168
H -1.504 -3.305 -1.009
H 0.072 -3.794 -0.468
H -0.205 -2.261 -1.289
H -1.807 -2.840 1.278
H -0.132 -2.381 1.529
H -1.452 -0.591 1.796
H -2.393 -0.942 0.262
H 0.566 0.489 1.853
H 2.103 0.738 -0.405
H 1.413 2.217 -0.415
H 2.227 1.707 0.952
H -0.376 1.211 -1.701
H -1.466 -0.070 -1.710
H 1.661 4.734 0.181
H 1.663 4.421 -1.320
O 1.813 4.055 -0.461
*
```

---

# 4
This record from OMol25 describes C33H59NP2RuSi as an isolated structure in a non-equilibrium geometry. The level of theory is the ωB97M-V functional and the def2-TZVPD basis.

Summary:
orbital gap (alpha / beta): 5.97 / 3.91 eV
calculated total energy: -2413.900055 Ha
highest occupied orbital energy (alpha / beta): -12.16 / -12.35 eV
strongest force on any atom: 0.2188 hartree/bohr
relative energy (zero: lowest compared OMol25 entry of this formula, charge and spin): 0.000 eV

```
! RIJCOSX wB97M-V def2-TZVPD def2/J DEFGRID3
* xyz 2 5
Ru -0.282 -0.435 -2.804
C -2.348 1.298 -0.376
C -3.063 0.497 -1.311
C -2.624 -0.796 0.540
C -2.072 0.496 0.764
C -3.237 -0.795 -0.741
C -1.988 2.721 -0.541
H -2.036 3.023 -1.594
H -0.972 2.918 -0.169
H -2.678 3.371 0.022
C -1.393 0.944 1.997
H -0.871 1.894 1.832
H -0.656 0.206 2.343
H -2.105 1.101 2.824
C -2.640 -1.910 1.513
H -3.490 -1.824 2.211
H -1.725 -1.921 2.122
H -2.727 -2.878 1.005
C -3.943 -1.917 -1.393
H -4.930 -1.591 -1.755
H -4.098 -2.740 -0.687
H -3.386 -2.303 -2.262
C -3.606 0.961 -2.603
H -4.534 1.539 -2.454
H -3.845 0.115 -3.260
H -2.896 1.615 -3.130
C 1.413 0.371 -3.101
C 0.270 1.294 -3.277
C -0.322 1.507 -4.630
C -1.075 0.278 -5.248
C -1.095 -0.961 -4.417
C 0.149 -1.699 -4.162
C 1.396 -1.350 -4.955
C 2.140 -0.143 -4.328
H 0.451 1.861 -5.312
H -0.665 0.047 -6.231
H -1.055 2.310 -4.517
H 2.295 0.659 -5.060
H 2.085 0.590 -2.244
H 0.182 2.115 -2.538
H 3.133 -0.484 -4.007
H 2.066 -2.220 -4.914
H 0.051 -2.788 -3.960
H 1.157 -1.171 -6.010
H -2.119 0.574 -5.381
H -2.041 -1.539 -4.383
P 2.187 2.125 0.781
C 2.099 2.786 2.502
H 3.103 3.046 2.866
H 1.663 2.025 3.164
H 1.459 3.679 2.506
C 3.847 1.330 0.865
H 4.621 2.102 0.981
H 4.017 0.783 -0.072
H 3.899 0.626 1.704
C 2.666 3.680 -0.083
H 2.580 3.508 -1.164
H 3.700 3.957 0.164
H 1.979 4.486 0.208
P 1.243 -2.446 -0.621
C 0.112 -3.844 -0.546
H 0.530 -4.667 -1.138
H -0.852 -3.540 -0.992
H -0.026 -4.119 0.504
C 2.854 -2.925 -1.264
H 2.960 -2.516 -2.284
H 2.884 -4.019 -1.290
H 3.632 -2.499 -0.622
C 1.338 -1.588 0.959
H 0.667 -2.060 1.685
H 1.008 -0.545 0.799
H 2.373 -1.584 1.313
C -1.375 -0.016 5.382
Si 0.193 -0.959 5.807
C 0.627 -0.651 7.607
C -0.090 -2.793 5.514
N 1.489 -0.414 4.826
C 2.758 -0.572 4.531
C 3.687 0.520 4.691
C 5.028 0.372 4.383
C 5.511 -0.846 3.880
C 4.634 -1.922 3.680
C 3.287 -1.796 3.980
H -1.939 -0.491 4.567
H -2.036 0.028 6.260
H -1.146 1.015 5.080
H -0.225 -0.870 8.264
H 1.473 -1.277 7.924
H 0.916 0.398 7.759
H -0.524 -2.984 4.522
H 0.854 -3.352 5.581
H -0.777 -3.199 6.270
H 3.289 1.454 5.096
H 5.708 1.211 4.541
H 6.572 -0.957 3.652
H 5.009 -2.872 3.290
H 2.588 -2.624 3.833
*
```

---

# 5
This record from OMol25 describes a 6-piece molecular cluster, C14H37NO9S2 overall. The level of theory is the ωB97M-V functional and the def2-TZVPD basis.

Summary:
orbital gap: 10.68 eV
SMILES string: CCOS(C)(=O)=O.CCOS(C)(=O)=O.CC#N.CCO.CCO.CCO
calculated total energy: -2083.843102 Ha
highest occupied orbital energy: -10.62 eV
strongest force on any atom: 0.0171 hartree/bohr

```
! RIJCOSX wB97M-V def2-TZVPD def2/J DEFGRID3
* xyz 0 1
C -3.221 3.248 0.875
C -1.873 3.289 1.567
O -1.469 1.945 1.850
H -3.481 4.258 0.560
H -3.997 2.825 1.511
H -3.155 2.625 -0.020
H -1.919 3.877 2.485
H -1.143 3.734 0.884
H -0.691 1.995 2.408
C -4.518 -0.057 2.768
C -5.244 -1.296 3.216
O -4.395 -2.442 3.112
H -4.371 -0.081 1.687
H -3.538 0.035 3.239
H -5.065 0.859 3.008
H -6.107 -1.479 2.572
H -5.626 -1.198 4.236
H -4.106 -2.707 3.988
C -1.030 -3.701 3.340
C 0.297 -2.986 3.444
O 0.158 -1.879 4.328
H -1.826 -3.001 3.085
H -1.297 -4.193 4.277
H -0.970 -4.471 2.570
H 0.611 -2.666 2.446
H 1.053 -3.689 3.816
H 1.000 -1.418 4.379
C -1.670 -1.055 0.884
C -0.387 -1.434 0.302
N 0.612 -1.737 -0.175
H -2.065 -0.189 0.362
H -1.545 -0.836 1.941
H -2.352 -1.900 0.775
O 5.529 -3.946 -0.218
S 5.149 -2.595 0.000
O 6.073 -1.645 0.520
O 4.624 -2.084 -1.404
C 4.147 -0.717 -1.467
C 3.804 -0.423 -2.911
C 3.684 -2.583 0.969
H 4.903 -0.044 -1.065
H 3.238 -0.656 -0.867
H 3.030 -1.124 -3.222
H 4.670 -0.480 -3.568
H 3.384 0.579 -3.013
H 3.306 -1.571 1.061
H 3.946 -3.007 1.935
H 2.971 -3.212 0.442
O 1.463 1.863 -5.547
S 0.635 3.017 -5.436
O -0.450 3.232 -6.322
O 0.037 3.100 -3.974
C 0.569 2.243 -2.940
C 0.028 0.834 -3.019
C 1.645 4.462 -5.407
H 0.207 2.700 -2.021
H 1.659 2.260 -2.967
H 0.418 0.166 -2.249
H 0.218 0.338 -3.970
H -1.061 0.838 -2.914
H 1.037 5.229 -4.936
H 1.953 4.703 -6.419
H 2.514 4.245 -4.790
*
```

---

# 6
This record from OMol25 describes one molecule with the formula C6H10N2O2 in a non-equilibrium geometry. The level of theory is the ωB97M-V functional and the def2-TZVPD basis.

Summary:
orbital gap: 9.87 eV
SMILES string: [H]/N=C(\C(C)=O)[C@H](C)C(N)=O
calculated total energy: -494.605530 Ha
highest occupied orbital energy: -9.72 eV
strongest force on any atom: 0.0658 hartree/bohr
relative energy (zero: lowest compared OMol25 entry of this formula, charge and spin): 1.039 eV

```
! RIJCOSX wB97M-V def2-TZVPD def2/J DEFGRID3
* xyz 0 1
C -0.497 -0.904 0.127
C -1.890 -1.179 0.640
C 2.080 0.392 -1.331
C 0.460 -0.296 1.329
C -0.458 0.085 -0.993
C 0.765 0.995 -0.908
N -0.041 0.714 2.086
N -1.407 0.306 -1.838
O 1.431 -0.945 1.693
O 0.541 2.209 -0.846
H 0.017 -1.819 -0.179
H -0.731 1.359 1.718
H 0.429 0.952 2.949
H -1.163 1.125 -2.414
H -1.871 -1.854 1.501
H -2.381 -0.231 0.903
H -2.500 -1.658 -0.135
H 2.070 0.233 -2.411
H 2.887 1.075 -1.056
H 2.260 -0.561 -0.835
*
```

---

# 7
This record from OMol25 describes a 2-piece molecular cluster, C3H8N2O overall in a non-equilibrium geometry. The level of theory is the ωB97M-V functional and the def2-TZVPD basis.

Summary:
orbital gap: 9.67 eV
SMILES string: C=CN.NC=O
calculated total energy: -303.787261 Ha
highest occupied orbital energy: -8.69 eV
strongest force on any atom: 0.1064 hartree/bohr
relative energy (zero: lowest compared OMol25 entry of this formula, charge and spin): 2.854 eV

```
! RIJCOSX wB97M-V def2-TZVPD def2/J DEFGRID3
* xyz 0 1
C 0.127 1.593 0.997
C 0.383 1.699 -0.336
N -0.236 0.967 -1.337
H -0.921 1.442 1.245
H 0.601 2.288 1.737
H 1.173 2.323 -0.689
H -0.180 1.381 -2.244
H -0.220 -0.033 -1.177
C -0.182 -2.242 -0.265
N -0.169 -1.542 0.846
O 0.826 -2.220 -1.030
H -0.931 -3.058 -0.329
H -0.352 -2.072 1.751
H 0.079 -0.528 0.829
*
```

---

# 8
This record from OMol25 describes C2H3I3O2 as an isolated structure in a non-equilibrium geometry. The level of theory is the ωB97M-V functional and the def2-TZVPD basis.

Summary:
orbital gap: 8.36 eV
calculated total energy: -1121.505702 Ha
highest occupied orbital energy: -8.97 eV
strongest force on any atom: 0.1049 hartree/bohr
relative energy (zero: lowest compared OMol25 entry of this formula, charge and spin): 1.194 eV

```
! RIJCOSX wB97M-V def2-TZVPD def2/J DEFGRID3
* xyz 0 1
C 0.784 -0.252 -0.612
C -0.401 0.313 0.091
O -0.712 1.590 -0.225
O -0.355 0.178 1.453
I 2.407 1.115 -0.561
I 1.429 -2.241 0.083
I -2.057 -1.331 -0.537
H 0.314 -0.687 -1.866
H -1.378 2.000 0.411
H -0.031 -0.685 1.764
*
```